Record 1
Here is 2 unconnected molecules or ions with the total composition C3H7O2S at a distorted geometry from OMol25. Energies are from the ωB97M-V functional and the def2-TZVPD basis.

Values from the calculation:
Net charge   -1
Highest occupied orbital energy   -4.25 eV
Calculated total energy   -667.2038 a.u.
Energy relative to the best compared isomer or geometry (same formula, charge and spin)   103.68 kJ/mol
M   107.154 g/mol
HOMO-LUMO gap   7.482 eV

Each line ends with the Mulliken charge.
Positions of all 13 atoms, in Å:
C1 -0.615 -0.422 1.057  -1.006
C2 -0.831 0.154 -0.369  -0.497
S1 -2.636 0.603 -0.751  -0.299
H1 -0.852 -1.507 0.930  0.216
H2 -1.308 -0.020 1.755  0.336
H3 0.332 -0.459 1.512  0.336
H4 -0.358 1.097 -0.462  0.406
H5 -0.435 -0.471 -1.177  0.383
H6 -2.573 0.173 -1.974  0.096
O1 2.230 1.300 0.591  -0.654
C3 2.351 0.234 -0.108  0.033
O2 1.895 0.012 -1.320  -0.692
H7 2.800 -0.692 0.316  0.341


Record 2
Here is 2 unconnected molecules or ions with the total composition C3H7O2S at a distorted geometry from OMol25. Energies are from the ωB97M-V functional and the def2-TZVPD basis.

Values from the calculation:
Net charge   0
2S+1   2
Highest occupied orbital energy (spin up / spin down)   -9.10 / -9.10 eV
Calculated total energy   -667.0657 a.u.
Energy relative to the best compared isomer or geometry (same formula, charge and spin)   162.03 kJ/mol
M   107.154 g/mol
HOMO-LUMO gap (spin up / spin down)   9.826 / 5.397 eV

Each line ends with the Mulliken charge.
Positions of all 13 atoms, in Å:
C1 0.492 1.053 0.654  -0.978
C2 0.868 -0.185 -0.180  -0.296
S1 2.088 0.295 -1.538  -0.244
H1 1.233 1.401 1.399  0.337
H2 0.208 1.845 -0.026  0.362
H3 -0.445 0.936 1.239  0.231
H4 -0.024 -0.409 -0.678  0.201
H5 1.281 -0.973 0.424  0.330
H6 2.407 -0.940 -1.991  0.123
O1 -2.119 -0.461 -1.052  -0.507
C3 -2.006 -0.781 0.128  0.186
O2 -2.706 -0.277 1.077  -0.188
H7 -1.277 -1.504 0.543  0.442


Record 3
Here is a gas-phase ion, C3H7O2SSi (charge -1) at a distorted geometry from OMol25. Energies are from the ωB97M-V functional and the def2-TZVPD basis.

Values from the calculation:
Net charge   -1
Highest occupied orbital energy   -4.03 eV
Calculated total energy   -956.6489 a.u.
Energy relative to the best compared isomer or geometry (same formula, charge and spin)   148.91 kJ/mol
M   135.240 g/mol
HOMO-LUMO gap   7.781 eV

Each line ends with the Mulliken charge.
Positions of all 14 atoms, in Å:
C1 -2.454 -0.323 0.070  0.296
C2 1.416 1.152 -0.595  -1.258
C3 -1.162 -0.364 -0.436  0.183
O1 -2.297 0.314 -1.101  -0.441
O2 -3.394 -0.663 0.733  -0.588
Si1 0.340 0.297 0.665  0.539
S1 1.535 -1.830 -0.193  -0.646
H1 0.976 2.122 -0.782  0.312
H2 2.331 1.338 -0.135  0.393
H3 1.562 0.606 -1.429  0.410
H4 -0.889 -1.348 -0.895  0.288
H5 -0.239 1.661 1.194  -0.275
H6 0.573 -0.362 2.017  -0.228
H7 1.703 -2.601 0.887  0.016


Record 4
Here is 2 unconnected molecules or ions with the total composition C3H7O3 at a distorted geometry from OMol25. Energies are from the ωB97M-V functional and the def2-TZVPD basis.

Values from the calculation:
Net charge   -1
Highest occupied orbital energy   -3.98 eV
Calculated total energy   -344.2666 a.u.
Energy relative to the best compared isomer or geometry (same formula, charge and spin)   114.50 kJ/mol
M   91.086 g/mol
HOMO-LUMO gap   7.542 eV

Each line ends with the Mulliken charge.
Positions of all 13 atoms, in Å:
C1 0.309 0.795 -1.760  -0.411
O1 -0.090 1.622 -2.912  -0.566
H1 -0.856 2.110 -2.612  0.293
H2 -0.597 0.478 -1.240  0.148
H3 0.871 1.442 -1.135  0.274
H4 0.818 -0.090 -2.092  0.242
C2 -0.645 -1.108 1.857  -0.830
C3 0.735 -0.569 1.426  0.558
O2 1.296 -1.201 0.502  -0.715
O3 1.139 0.447 2.039  -0.728
H5 -0.530 -2.118 2.254  0.239
H6 -1.317 -1.251 1.007  0.203
H7 -1.131 -0.559 2.665  0.293


Record 5
Here is 2 unconnected molecules or ions with the total composition C3H7O3 at a distorted geometry from OMol25. Energies are from the ωB97M-V functional and the def2-TZVPD basis.

Values from the calculation:
Net charge   -1
Highest occupied orbital energy   -4.23 eV
Calculated total energy   -344.2846 a.u.
Energy relative to the best compared isomer or geometry (same formula, charge and spin)   67.37 kJ/mol
M   91.086 g/mol
HOMO-LUMO gap   8.316 eV

Each line ends with the Mulliken charge.
Positions of all 13 atoms, in Å:
C1 0.346 -2.222 0.703  -0.716
C2 0.943 -1.562 -0.520  0.497
O1 0.755 -0.311 -0.692  -0.774
O2 1.633 -2.295 -1.270  -0.726
H1 0.994 -1.902 1.526  0.168
H2 0.341 -3.296 0.578  0.272
H3 -0.674 -1.903 0.925  0.240
C3 -0.748 2.599 -0.147  -0.613
O3 -1.245 1.291 -0.059  -0.541
H4 -0.572 0.688 -0.463  0.492
H5 -1.121 3.077 -1.070  0.219
H6 -0.996 3.185 0.738  0.227
H7 0.345 2.652 -0.250  0.253


Record 6
Here is 2 unconnected molecules or ions with the total composition C3H7O3 at a distorted geometry from OMol25. Energies are from the ωB97M-V functional and the def2-TZVPD basis.

Values from the calculation:
Net charge   -1
Highest occupied orbital energy   -4.04 eV
Calculated total energy   -344.2680 a.u.
Energy relative to the best compared isomer or geometry (same formula, charge and spin)   110.94 kJ/mol
M   91.086 g/mol
HOMO-LUMO gap   7.650 eV

Each line ends with the Mulliken charge.
Positions of all 13 atoms, in Å:
O1 0.528 1.008 1.210  -0.568
C1 0.884 1.508 2.320  -0.071
O2 1.894 1.315 2.997  -0.623
H1 0.003 2.065 2.756  0.228
H2 -0.273 -0.128 -0.388  0.299
C2 -0.418 -1.371 -1.927  -0.166
O3 -0.972 -0.493 -0.962  -0.469
C3 -1.534 -1.586 -2.941  -0.975
H3 0.487 -1.006 -2.435  0.278
H4 -0.106 -2.280 -1.393  0.239
H5 -1.297 -1.786 -3.983  0.320
H6 -2.196 -2.341 -2.497  0.236
H7 -2.124 -0.670 -2.845  0.272


Record 7
Here is 2 unconnected molecules or ions with the total composition C3H7O3 at a distorted geometry from OMol25. Energies are from the ωB97M-V functional and the def2-TZVPD basis.

Values from the calculation:
Net charge   -1
Highest occupied orbital energy   -4.27 eV
Calculated total energy   -344.2732 a.u.
Energy relative to the best compared isomer or geometry (same formula, charge and spin)   97.07 kJ/mol
M   91.086 g/mol
HOMO-LUMO gap   8.513 eV

Each line ends with the Mulliken charge.
Positions of all 13 atoms, in Å:
C1 -0.068 -2.158 -0.033  -0.981
C2 -0.266 -0.820 -0.773  0.658
O1 -1.433 -0.390 -0.901  -0.718
O2 0.816 -0.260 -1.101  -0.743
H1 -0.769 -2.940 -0.322  0.302
H2 -0.043 -2.027 1.047  0.189
H3 0.929 -2.610 -0.180  0.309
C3 1.008 1.610 1.355  -0.449
O3 -0.301 1.849 0.907  -0.517
H4 -0.465 1.564 0.015  0.345
H5 1.687 2.467 1.397  0.222
H6 1.440 0.901 0.622  0.195
H7 0.943 1.111 2.318  0.187


Record 8
Here is C3H7O3PS in the gas phase at a distorted geometry from OMol25. Energies are from the ωB97M-V functional and the def2-TZVPD basis.

Values from the calculation:
Net charge   0
Highest occupied orbital energy   -9.66 eV
Calculated total energy   -1083.7156 a.u.
SMILES   CP1COS(=O)(=O)C1
Energy relative to the best compared isomer or geometry (same formula, charge and spin)   339.79 kJ/mol
M   154.127 g/mol
HOMO-LUMO gap   10.476 eV

Each line ends with the Mulliken charge.
Positions of all 15 atoms, in Å:
C1 -0.891 -1.323 -0.921  -0.402
C2 -1.275 0.200 1.205  -0.650
C3 1.196 0.301 -0.060  -1.224
O1 -2.413 1.226 -0.853  -0.562
O2 -3.903 -0.045 0.627  -0.575
O3 -2.317 -1.292 -0.680  -0.360
P1 0.037 -0.984 0.700  0.093
S1 -2.677 0.157 0.031  1.082
H1 -0.908 -2.306 -1.354  0.382
H2 -0.790 1.227 1.297  0.332
H3 -1.500 -0.011 2.231  0.460
H4 -0.551 -0.486 -1.491  0.274
H5 0.669 0.985 -0.724  0.453
H6 1.899 -0.227 -0.764  0.338
H7 1.770 0.664 0.751  0.359